{"formula": "C48H122O13", "method": "ωB97M-V/def2-TZVPD", "elements": ["O", "O", "O", "O", "O", "O", "O", "O", "O", "O", "O", "O", "O", "C", "C", "C", "C", "C", "C", "C", "C", "C", "C", "C", "C", "C", "C", "C", "C", "C", "C", "C", "C", "C", "C", "C", "C", "C", "C", "C", "C", "C", "C", "C", "C", "C", "C", "C", "C", "C", "C", "C", "C", "C", "C", "C", "C", "C", "C", "C", "C", "H", "H", "H", "H", "H", "H", "H", "H", "H", "H", "H", "H", "H", "H", "H", "H", "H", "H", "H", "H", "H", "H", "H", "H", "H", "H", "H", "H", "H", "H", "H", "H", "H", "H", "H", "H", "H", "H", "H", "H", "H", "H", "H", "H", "H", "H", "H", "H", "H", "H", "H", "H", "H", "H", "H", "H", "H", "H", "H", "H", "H", "H", "H", "H", "H", "H", "H", "H", "H", "H", "H", "H", "H", "H", "H", "H", "H", "H", "H", "H", "H", "H", "H", "H", "H", "H", "H", "H", "H", "H", "H", "H", "H", "H", "H", "H", "H", "H", "H", "H", "H", "H", "H", "H", "H", "H", "H", "H", "H", "H", "H", "H", "H", "H", "H", "H", "H", "H", "H", "H", "H", "H"], "coordinates": [[3.4703, -4.8876, -6.9658], [-5.6947, -2.7093, 3.1653], [7.6553, -7.8763, -0.6943], [7.1114, 0.0541, -0.4250], [4.7287, 5.1696, -5.8299], [-2.9998, 9.8003, 5.9448], [-5.8975, -0.8484, -3.7212], [0.2907, -13.1888, -0.8320], [1.0713, 0.3418, 8.5339], [5.8551, -8.0574, 6.6641], [-6.4992, 11.6799, -3.8256], [-0.3594, 0.7248, 1.2695], [-9.7306, 5.7899, -2.7367], [-4.5541, 8.0315, 6.5094], [-6.1352, -1.7121, 2.3492], [8.4582, -0.3682, -2.5171], [-0.8556, 2.9175, 1.4099], [0.4135, -11.8911, -0.3667], [-3.9479, -1.1440, -4.7042], [-0.0909, -10.8962, -1.3779], [-6.4733, -0.3353, 3.0323], [7.4845, 0.4717, -1.6983], [8.1821, 0.0777, 0.5004], [2.3050, -5.6679, -6.7866], [3.4076, 0.0806, 8.4538], [3.2834, 5.2447, -5.7924], [-8.8087, 5.3849, -1.7405], [-7.4123, 5.4324, -2.4333], [-0.0964, -15.4303, -0.1631], [3.2713, -3.5182, -7.3379], [-1.0193, 1.6739, 0.5606], [9.1353, -6.1741, -1.0436], [-3.1503, 8.5937, 6.6736], [-1.6636, 10.1231, 5.5953], [-5.3175, -3.8717, 2.4948], [2.2605, -2.7290, -6.4951], [-4.8245, 10.8990, -2.3362], [-5.5339, -3.1553, -4.4296], [2.8170, 6.3900, -4.8415], [-0.2018, 0.4669, 7.8315], [-0.1194, -0.5027, 0.6128], [-1.2901, 0.0788, 8.8691], [-5.0997, 11.4101, -3.7522], [7.6688, -6.4751, -0.9170], [4.4879, -8.2593, 6.9556], [-6.9057, 12.6470, -4.8097], [-8.3078, 13.1378, -4.4519], [1.6518, -5.8483, -8.1306], [-4.8776, -4.9482, 3.4981], [-1.8038, 11.5956, 5.2669], [2.2336, 0.7578, 7.7529], [3.8058, -6.9613, 6.6572], [0.8262, -14.2140, 0.1002], [3.9546, -9.4600, 6.0695], [7.5899, -0.0154, 1.9350], [5.3217, 6.2523, -6.4277], [7.0702, -5.7529, 0.3201], [6.5653, 5.8712, -7.1596], [-5.3491, -1.6326, -4.7279], [0.5825, -1.4606, 1.5493], [-8.9396, 6.3946, -0.6282], [-8.6671, 7.3794, -1.0077], [2.4045, 1.8320, 7.8225], [0.4500, -0.3824, -0.3088], [2.0034, 6.0808, -4.1854], [-0.8420, 11.9601, 4.9061], [-4.7341, 7.0881, 7.0250], [-6.2575, 13.5118, -4.9514], [-1.0225, -15.2957, 0.3959], [6.0792, -6.1896, 0.4443], [-3.8068, 10.5169, -2.2572], [-9.0585, 4.4120, -1.3172], [-4.5572, 12.3321, -3.9610], [-7.5516, 4.6739, -3.2035], [-5.8687, -1.4089, -5.6596], [6.3131, 5.4077, -8.1133], [-8.3083, 6.2326, 0.2455], [1.2249, -3.0688, -6.5076], [-4.8019, -5.9957, 3.2061], [4.0194, -6.6569, 5.6326], [-2.4755, 11.6474, 4.4100], [7.1039, -4.6856, 0.1014], [-5.5171, 10.0588, -2.2870], [-9.1443, 6.4186, -3.1641], [-6.8224, -1.0971, -3.6566], [-3.4890, -1.6415, -5.5585], [-1.1590, -0.9432, 9.2246], [2.6645, 5.3130, -6.6871], [4.2497, -6.2262, 7.3286], [-2.1236, 12.3186, 6.0172], [3.6162, 6.4843, -4.1064], [-8.3099, 13.4545, -3.4089], [8.9804, -0.6066, 0.2131], [4.5846, -8.3674, 8.0359], [1.6373, -5.3681, -5.9788], [9.3522, -5.1079, -1.1085], [1.4134, -11.6233, -0.0254], [-7.1891, 6.3578, -2.9644], [-5.3118, 8.6720, 6.9607], [3.1191, -0.9340, 8.7285], [-5.1853, 11.6714, -1.6569], [-1.0536, -0.9511, 0.2746], [-1.0538, -11.3269, -1.6522], [4.3352, 0.2584, 7.9098], [7.1770, -6.2710, -1.8681], [9.4096, -6.4191, -2.0697], [8.1742, -1.4191, -2.5740], [-0.1773, -11.6485, 0.5166], [-6.9581, 0.4152, 2.4080], [4.5675, -10.3611, 6.0919], [-2.4061, 7.8780, 6.3243], [4.6716, 6.7457, -7.1502], [2.5068, -2.5619, -5.4465], [-0.1152, -9.8728, -1.0035], [2.3873, -6.2763, -8.8117], [8.4781, 0.0761, -3.5122], [-1.5159, 2.8440, 2.2741], [-0.9443, 3.7952, 0.7697], [-2.9659, 8.8694, 7.7118], [0.8170, -6.5439, -8.0451], [7.6449, -6.0215, 1.2065], [-0.1913, -0.1807, 6.9548], [-6.1510, -4.3699, 1.9997], [-0.9613, 10.0698, 6.4272], [-1.3059, 9.5352, 4.7500], [-2.0837, 1.4460, 0.5039], [7.9756, 1.4364, -1.5704], [2.0947, 0.5605, 6.6899], [1.8436, -14.4173, -0.2341], [0.1590, 3.0367, 1.7900], [-8.6409, 13.9314, -5.1207], [3.9480, -9.2421, 5.0015], [-4.6679, 10.6347, -4.3849], [2.6241, 7.4012, -5.1999], [-4.5653, -3.7829, 1.7110], [-3.4762, -1.7113, -3.9018], [-0.6095, 1.9221, -0.4184], [2.2713, -1.7021, -6.8606], [3.1908, -3.4365, -8.4219], [2.7542, -6.6029, -6.4520], [-7.0648, -1.9568, 1.8353], [-4.7839, 7.8605, 5.4577], [3.6367, 0.6587, 9.3491], [9.8497, -6.4499, -0.2679], [6.6042, 0.6778, -2.3071], [2.7217, -6.9160, 6.7605], [7.0734, 0.8911, 2.2506], [-4.7858, -3.8400, -4.8293], [0.7564, -2.3363, 0.9242], [-6.5610, -3.4971, -4.5574], [1.3815, -4.8912, -8.5766], [8.4318, -8.2830, -1.0859], [-6.5906, 5.1692, -1.7671], [4.2695, -3.0835, -7.3907], [-5.6230, -4.8298, 4.2845], [8.7699, 0.9929, 0.4304], [6.2133, -7.2920, 7.1196], [-9.1288, 12.4211, -4.4287], [0.5785, -10.8667, -2.2377], [-3.7555, -0.0819, -4.8560], [-5.3460, -1.5763, 1.6097], [0.8399, -13.9471, 1.1570], [0.0222, -1.6993, 2.4533], [3.1276, 4.3044, -5.2636], [5.4978, 7.0663, -5.7244], [7.1506, 6.7046, -7.5481], [-3.9297, -4.6701, 3.9586], [-1.1847, 0.5916, 9.8251], [9.4052, -0.3173, -1.9799], [-2.3061, 0.0514, 8.4751], [-5.5388, 0.0523, 3.4381], [-7.1520, -0.5553, 3.8563], [-9.9033, 6.3302, -0.1230], [6.7958, -0.7455, 2.0915], [-6.8786, 12.2236, -5.8137], [-0.2152, 1.5029, 7.4930], [-0.4364, -15.6447, -1.1763], [0.4165, -16.2912, 0.2656], [8.2367, -0.3141, 2.7599], [2.9603, -9.6723, 6.4624], [-5.4176, -3.3090, -3.3568], [1.5056, -1.0284, 1.9356], [7.1572, 5.1326, -6.6189]], "forces_ev_per_angstrom": [[0.129, 1.258, 0.648], [0.422, -0.787, 1.845], [-1.196, -0.872, 0.388], [-0.027, -0.624, 0.479], [-1.608, -0.600, -0.748], [-0.163, -0.811, -0.184], [-1.697, 0.319, 1.129], [0.476, -0.845, 1.370], [0.014, 0.222, -1.177], [1.474, -0.532, -1.322], [0.447, 0.425, -0.785], [1.363, -2.126, 0.402], [-0.017, -0.454, -0.301], [-0.288, 0.032, 0.085], [-0.820, 2.467, -1.681], [-0.274, -0.215, 1.028], [0.195, 0.596, -0.190], [0.323, 1.731, 1.024], [1.408, -2.257, -1.803], [0.542, -0.666, -0.698], [0.947, -1.638, 0.707], [0.207, 0.973, -0.904], [-0.150, 0.222, 0.956], [1.002, -0.652, -0.497], [-0.074, 1.039, -0.152], [0.230, 0.392, 2.410], [1.024, 1.191, 0.691], [-0.945, -1.461, 0.432], [0.314, 0.173, 1.330], [0.638, -0.432, -0.032], [-0.383, 1.955, 0.387], [0.767, 2.380, -1.475], [-0.194, 0.155, 0.090], [-1.044, 1.621, 0.962], [-0.020, -2.416, -0.388], [0.379, 0.737, -0.323], [-1.167, 0.121, -1.132], [0.303, 0.568, 1.123], [0.801, -0.566, 0.968], [0.923, 0.012, 1.601], [-0.440, -0.093, 0.398], [0.589, -0.629, -0.257], [0.435, 0.446, 0.833], [1.535, -0.334, 1.659], [0.594, -0.462, -0.710], [-0.793, -0.656, -0.244], [-0.128, -0.129, 0.495], [-0.097, -0.334, -0.073], [0.130, 1.371, 1.128], [0.957, 0.287, -1.716], [-0.624, -0.306, 1.276], [-0.553, 0.694, -0.228], [-1.359, -0.174, -2.738], [0.563, 0.782, 1.318], [-0.414, -0.521, 0.166], [0.314, 1.995, -0.732], [0.034, -1.247, -1.417], [0.473, -0.669, -1.136], [-0.333, -0.472, -0.214], [0.070, 0.347, -0.151], [0.454, 0.013, 1.271], [-0.491, 0.199, 0.101], [-0.388, 0.329, 0.064], [0.400, 0.371, -0.044], [-0.455, -0.082, -0.475], [0.175, 0.136, -0.108], [0.583, -0.196, 0.040], [0.468, 0.122, 0.884], [-0.010, 0.037, 0.168], [-0.268, 0.611, 0.182], [-0.033, 0.407, 0.419], [0.067, -0.276, -0.582], [0.136, 0.158, -0.019], [0.655, -0.150, -0.152], [0.136, 0.066, -0.381], [-0.351, -0.514, 0.067], [0.723, -0.328, -0.215], [0.119, -0.244, -0.348], [-0.280, 0.304, -0.566], [0.135, -0.047, -0.063], [-0.173, 0.301, 0.060], [-0.386, -0.011, 0.368], [0.096, -0.219, 0.541], [-0.811, 0.459, -0.811], [-0.299, 0.223, 0.341], [0.412, 0.127, -0.434], [0.454, -0.355, -0.483], [0.903, -0.299, -0.758], [-0.193, 0.309, -0.029], [-0.173, -0.709, 0.399], [0.277, 0.193, 0.020], [0.234, 0.587, -0.062], [-0.377, -1.027, 0.444], [-1.437, -1.033, 0.226], [-0.058, 0.582, -0.061], [-0.458, 0.563, 0.161], [0.605, -0.280, -0.295], [-0.194, 0.342, 0.357], [0.086, 0.414, -0.305], [0.587, -0.044, -0.278], [0.625, -0.238, 0.443], [-0.452, -0.042, 0.091], [-0.236, 0.719, -0.381], [-0.012, -0.846, -0.464], [-0.326, 0.398, 0.159], [0.650, -0.868, 0.155], [-0.165, 0.011, -0.126], [-0.466, -0.758, 0.527], [0.216, -0.386, -0.385], [0.102, 0.065, 0.687], [0.098, -0.225, 0.122], [-0.471, -0.167, -0.288], [0.450, -0.669, 0.083], [-0.395, -0.197, 0.253], [0.013, -0.151, 0.025], [0.419, -0.135, 0.050], [-0.118, 0.566, -0.142], [-0.849, 0.267, 0.346], [0.161, -0.472, 0.322], [-0.233, 0.226, -0.245], [0.149, 0.185, -0.095], [-0.167, -0.169, -0.040], [-0.646, 0.520, -0.350], [-0.022, -0.647, 0.314], [0.033, -0.055, -0.071], [-0.241, -0.148, -0.498], [0.088, 0.460, -0.143], [0.063, -0.576, -0.037], [0.121, -0.015, 0.144], [0.139, -0.533, 0.000], [0.218, 0.190, 0.141], [-0.313, 0.670, 0.128], [-0.715, -0.061, -0.877], [-0.043, -0.291, -0.563], [0.272, 0.842, -0.016], [0.334, 1.032, 0.618], [0.145, -0.615, -0.400], [-0.214, 0.065, -0.379], [-1.585, -0.226, -0.340], [-0.342, -0.291, 0.003], [-0.099, -0.628, -0.321], [-0.037, 0.168, -0.010], [-0.470, -0.227, 0.424], [-0.482, -0.920, -0.003], [-0.362, -0.256, 0.366], [-0.032, -0.284, 0.278], [0.387, 0.393, -0.332], [-0.248, 0.178, -0.697], [0.321, -0.312, 0.506], [0.049, 0.002, -0.745], [-0.464, -0.069, 0.155], [-0.025, 0.129, -0.083], [-0.008, 0.019, -0.095], [0.266, 0.202, 1.390], [0.002, -0.514, 0.257], [-0.402, 0.823, -0.066], [-0.242, 0.068, 0.107], [0.401, -0.622, -0.512], [-0.187, -0.157, -0.269], [-0.333, -0.140, 0.736], [-0.110, 0.440, -0.527], [-0.281, 0.389, -0.113], [-0.408, -0.147, -0.300], [-0.792, 0.011, -0.257], [0.310, -0.036, 0.552], [0.195, 0.298, 0.794], [0.134, -0.016, 0.002], [-0.230, 0.772, -0.408], [0.376, -0.075, -0.609], [0.032, 0.641, -0.026], [-0.154, 0.314, 0.136], [0.017, 0.131, 0.149], [-0.453, 0.455, -0.698], [-0.089, -0.403, -0.920], [-0.228, -0.544, -0.123], [-0.698, 0.134, -0.053], [0.741, 0.375, -0.178], [-0.188, -0.331, -0.146], [0.779, 0.361, -0.393], [-0.098, -0.227, -0.392], [0.272, 0.357, 0.337], [0.251, -0.090, -0.399], [0.219, 0.333, 0.147]], "largest_force_ev_per_a": 3.2, "homo_lumo_gap_ev": 9.88, "relative_energy_ev": 4.7654, "homo_ev": -9.6}